63
Properties=species:S:1:pos:R:3:forces:R:3:mulliken_charge:R:1 method="wB97M-V/def2-TZVPD" e_lumo_ha=0.02231 gap_ev=7.68 total_energy_ha=-1432.69575 spin_multiplicity=1 de_lowest_kcal_mol=15.4
C 2.687685 -2.129379 -6.585138 -0.120 0.175 0.449 -0.996
N 2.176908 -0.803868 -6.235917 0.053 0.393 -1.121 -0.123
C 1.561795 -0.504058 -5.081473 0.033 -0.638 0.869 0.269
O 1.444377 -1.341620 -4.194286 -0.270 0.502 -0.219 -0.653
C 1.082768 0.952879 -4.855595 -0.113 0.469 -0.320 0.355
C -0.405016 1.118862 -4.480183 -0.280 -0.615 0.258 -1.229
C -0.847585 0.420839 -3.209497 -0.076 -0.208 0.197 0.345
C -0.606315 1.013630 -1.954752 -0.723 -1.405 -0.035 -0.615
C -1.029871 0.366922 -0.778142 -0.124 -0.433 -0.646 -0.443
C -1.690471 -0.877713 -0.857775 0.173 0.295 -1.538 1.042
O -2.089394 -1.512341 0.273731 0.213 0.186 0.450 -0.494
C -1.942271 -1.465909 -2.114169 0.676 1.159 -0.216 -1.011
C -1.522494 -0.813271 -3.286982 0.222 0.439 1.317 -0.546
N 1.447689 1.906466 -5.923079 0.266 -0.770 1.866 -0.151
C 1.068858 1.980284 -7.201495 -0.302 0.167 -1.669 0.597
C -0.058911 1.132153 -7.760375 0.161 -0.034 0.253 -1.044
O 1.650097 2.749835 -7.946348 0.127 0.372 -0.249 -0.664
H 2.012817 -2.900927 -6.206693 0.086 0.170 0.004 0.331
H 3.670434 -2.275700 -6.133562 -0.025 -0.133 -0.046 0.300
H 2.769771 -2.230142 -7.668682 -0.043 0.174 0.134 0.352
H 2.304686 -0.058548 -6.903583 0.100 -0.176 0.093 0.237
H 1.637181 1.275453 -3.974014 0.166 -0.029 -0.036 0.350
H -1.027299 0.752536 -5.293554 -0.047 0.036 -0.127 0.317
H -0.617341 2.183244 -4.366390 0.229 0.052 -0.166 0.458
H -0.101761 1.967617 -1.892949 0.017 0.075 0.037 0.436
H -0.860133 0.823148 0.185559 -0.052 0.031 0.111 0.410
H -2.625016 -2.282571 0.076067 -0.061 -0.089 -0.160 0.258
H -2.439972 -2.420637 -2.177820 -0.111 -0.165 0.037 0.264
H -1.697086 -1.274081 -4.248904 -0.015 -0.005 -0.048 0.352
H 2.162698 2.576973 -5.685677 0.070 -0.043 -0.143 0.208
H 0.011166 1.132418 -8.847139 0.089 0.119 0.136 0.298
H -0.008061 0.108332 -7.404459 -0.193 -0.140 0.121 0.404
H -1.009257 1.575567 -7.471562 -0.111 -0.056 0.040 0.295
H -1.955277 -0.378330 1.815991 0.252 0.157 0.872 0.228
N -2.129721 0.109801 2.699638 0.805 0.281 1.161 -0.892
C -1.177857 0.115321 3.589555 -1.625 -0.389 -2.260 0.356
N 0.111534 -0.436962 3.490677 0.667 0.195 0.261 0.180
C 0.656963 -1.222118 2.371825 -0.529 -0.087 0.450 -0.313
C 0.343635 -2.705623 2.551325 -0.020 -0.011 -0.061 -1.089
C 0.779486 -0.220210 4.700716 0.507 -0.166 0.267 0.173
C 2.038196 -0.535354 5.225770 -0.126 -0.034 -0.212 -0.658
C 2.352396 -0.151345 6.543882 -0.766 0.280 -0.126 -0.839
C 1.411199 0.535351 7.336965 0.129 -0.338 -0.703 -0.728
C 0.149139 0.848409 6.811250 0.446 -0.019 0.228 0.586
C -0.107614 0.466583 5.504412 -0.280 0.637 1.518 0.778
N -1.293113 0.692711 4.847074 0.053 -0.378 -0.443 0.146
C -2.434711 1.370144 5.481205 0.247 -0.247 0.095 -0.671
C -2.339239 1.212444 7.016809 0.480 -0.019 -0.225 -0.724
C -0.937607 1.585006 7.563289 -0.237 -0.232 -0.274 -0.898
H 0.241850 -0.864099 1.428350 -0.058 0.107 0.164 -0.165
H 1.740408 -1.080706 2.318171 -0.139 0.216 0.176 0.433
H -0.738395 -2.863083 2.598131 0.147 0.034 -0.010 0.210
H 0.790905 -3.081600 3.476562 -0.058 0.027 -0.101 0.389
H 0.743328 -3.280372 1.710728 -0.042 0.025 0.086 0.393
H 2.761585 -1.073798 4.622176 -0.008 0.026 0.095 0.358
H 3.327646 -0.391220 6.956541 -0.135 0.010 -0.114 0.374
H 1.663131 0.822574 8.353172 -0.038 -0.045 -0.082 0.423
H -2.420469 2.430793 5.212915 -0.012 -0.048 -0.049 0.263
H -3.374379 0.939406 5.120719 0.301 0.020 -0.137 0.406
H -3.099921 1.835041 7.497160 0.045 -0.075 -0.159 0.371
H -2.552305 0.170196 7.276651 0.013 0.080 -0.029 0.311
H -0.777481 2.662119 7.454177 -0.048 0.014 0.078 0.298
H -0.883986 1.342528 8.629000 0.018 0.102 -0.102 0.394